{"formula": "C40H37N5O2P2Rb", "method": "wB97M-V/def2-TZVPD", "e_homo_ev": -3.736, "orbital_gap_ev": 5.90, "e_above_lowest_ev": 0.436, "e_tot_ha": -2677.51411, "lumo_energy_ev": 2.2, "total_charge": -1, "symbols": ["Rb", "P", "P", "O", "O", "N", "N", "N", "N", "N", "C", "C", "C", "C", "C", "C", "C", "C", "C", "C", "C", "C", "C", "C", "C", "C", "C", "C", "C", "C", "C", "C", "C", "C", "C", "C", "C", "C", "C", "C", "C", "C", "C", "C", "C", "C", "C", "C", "C", "C", "H", "H", "H", "H", "H", "H", "H", "H", "H", "H", "H", "H", "H", "H", "H", "H", "H", "H", "H", "H", "H", "H", "H", "H", "H", "H", "H", "H", "H", "H", "H", "H", "H", "H", "H", "H", "H"], "coordinates": [[0.1156, 1.4776, 0.0605], [-1.7978, 0.0327, 2.8936], [2.7927, -0.8240, -0.1050], [1.6105, 2.6719, -1.9103], [-0.5802, 1.6060, -2.5888], [0.2164, 2.1763, -3.4558], [-2.7921, 2.6640, 0.2358], [1.3439, 2.7398, -3.1251], [1.1867, 0.4728, 2.5949], [-4.2362, 2.7937, -1.4351], [-1.6240, -1.7451, 2.4539], [5.2030, -2.3630, -0.0187], [3.8947, -2.1932, 0.4313], [-0.6142, 0.1537, 4.2964], [-4.7714, 3.5203, -0.3999], [-5.8072, -0.4322, 3.6572], [0.6786, 2.7879, -5.7922], [-2.0130, -2.7803, 3.3044], [3.6540, -0.1924, -1.5997], [4.6250, 0.8048, -1.5891], [4.7136, 0.7949, -3.9940], [3.2136, -0.6767, -2.8318], [-5.9490, -0.0422, 4.9845], [5.4669, -4.2933, 1.3936], [-1.8310, -4.1042, 2.9392], [4.1663, -4.1319, 1.8487], [0.7780, -0.0590, 3.7784], [-4.5600, -0.4229, 3.0583], [-1.0035, 2.3648, -7.4717], [3.7424, -0.1969, -4.0199], [-3.8735, 3.4172, 0.6210], [-3.4188, -0.0438, 3.7696], [-3.0444, 2.3137, -1.0056], [5.9828, -3.4076, 0.4562], [0.2510, 2.8430, -7.1063], [-1.4131, 1.7602, -5.1761], [-4.8305, 0.3510, 5.7006], [-1.2487, -4.4150, 1.7151], [-1.8281, 1.8212, -6.4989], [2.9171, -0.6594, 3.5487], [1.7936, -0.7729, 4.4005], [-1.0479, -2.0706, 1.2322], [-4.7544, 2.6875, -2.7812], [3.3827, -3.0937, 1.3647], [-0.8547, -3.3958, 0.8632], [-0.1634, 2.2498, -4.8165], [5.1508, 1.2946, -2.7768], [2.4937, 0.1034, 2.4704], [3.2252, 0.4288, 1.2048], [-3.5768, 0.3476, 5.0982], [3.3778, -0.5768, -4.9664], [0.9078, 3.2626, -7.8586], [-2.3823, 1.7758, -1.6701], [-2.7098, 0.6452, 5.6722], [-5.7237, 4.0155, -0.4791], [-2.0275, 1.3282, -4.4004], [-5.8423, 2.7159, -2.7565], [-4.4584, -0.7180, 2.0191], [6.0776, -5.1069, 1.7662], [2.8958, 1.4103, 0.8496], [1.6523, 3.1536, -5.5040], [-4.9296, 0.6574, 6.7351], [-0.8423, -0.5847, 5.0712], [4.9662, 1.2214, -0.6500], [-0.7145, -1.2814, 0.5708], [3.7589, -4.8147, 2.5840], [-6.9257, -0.0441, 5.4524], [2.3691, -2.9642, 1.7266], [-0.3853, -3.6273, -0.0850], [2.4260, -1.4219, -2.8536], [3.8991, -1.0904, 3.6886], [1.7315, -1.2907, 5.3478], [-2.8030, 1.4362, -6.7726], [4.3073, 0.4685, 1.3452], [-1.0984, -5.4496, 1.4317], [-6.6767, -0.7388, 3.0882], [-2.4662, -2.5437, 4.2607], [-4.4369, 1.7422, -3.2167], [5.1138, 1.1895, -4.9197], [-2.1371, -4.8973, 3.6108], [-0.7340, 1.1499, 4.7381], [5.8931, 2.0829, -2.7483], [-4.3874, 3.4999, -3.4101], [-1.3260, 2.4123, -8.5040], [5.6133, -1.6775, -0.7505], [6.9969, -3.5296, 0.0948], [-3.9446, 3.8275, 1.6149]], "atomic_forces_ev_per_a": [[-0.2, 0.1, 0.3], [-0.2, 0.0, -0.1], [0.1, 0.1, 0.1], [0.2, 0.1, -0.1], [-0.1, -0.1, -0.3], [0.1, 0.0, 0.2], [-0.1, 0.0, -0.2], [-0.1, -0.1, 0.0], [0.0, -0.1, 0.2], [0.0, 0.1, -0.1], [0.0, 0.0, 0.1], [0.0, 0.0, 0.0], [-0.1, 0.0, -0.1], [0.1, 0.0, -0.1], [0.0, 0.0, 0.1], [0.0, 0.0, 0.0], [0.0, 0.0, 0.0], [0.0, 0.0, 0.0], [-0.1, 0.0, 0.0], [0.0, 0.0, 0.0], [0.0, 0.0, 0.0], [0.0, 0.0, 0.0], [0.0, 0.0, 0.0], [0.0, 0.0, 0.0], [0.0, 0.0, 0.0], [0.0, 0.0, 0.0], [0.0, 0.0, 0.0], [0.1, 0.0, -0.1], [0.0, 0.0, 0.0], [0.0, 0.0, 0.0], [0.1, 0.0, 0.1], [0.1, 0.1, 0.1], [-0.1, 0.0, 0.0], [0.0, 0.0, 0.0], [0.0, 0.0, 0.0], [0.0, 0.0, 0.1], [0.0, 0.0, 0.0], [0.0, 0.0, 0.0], [0.0, 0.0, -0.1], [0.1, 0.0, 0.0], [0.0, 0.0, 0.0], [0.1, 0.0, 0.0], [0.0, 0.0, 0.0], [0.0, 0.0, 0.0], [0.0, 0.0, 0.0], [0.0, 0.0, -0.1], [0.0, 0.0, 0.0], [0.0, 0.0, -0.1], [-0.1, 0.0, 0.0], [0.0, 0.0, 0.0], [0.0, 0.0, 0.0], [0.0, 0.0, 0.0], [0.0, 0.0, 0.0], [0.0, 0.0, 0.0], [0.0, 0.0, 0.0], [0.0, 0.0, 0.0], [0.0, 0.0, 0.0], [0.0, 0.0, 0.0], [0.0, 0.0, 0.0], [0.1, 0.0, -0.1], [0.0, 0.0, 0.0], [0.0, 0.0, 0.0], [0.0, 0.0, 0.0], [0.0, 0.0, 0.0], [0.0, 0.0, 0.0], [0.0, 0.0, 0.0], [0.0, 0.0, 0.0], [0.0, 0.0, 0.0], [0.0, 0.0, 0.0], [0.0, 0.0, 0.0], [0.0, 0.0, 0.0], [0.0, 0.0, 0.0], [0.0, 0.0, 0.0], [0.0, 0.0, 0.1], [0.0, 0.0, 0.0], [0.0, 0.0, 0.0], [0.0, 0.0, 0.0], [0.0, 0.0, 0.0], [0.0, 0.0, 0.0], [0.0, 0.0, 0.0], [0.0, 0.0, 0.0], [0.0, 0.0, 0.0], [0.0, 0.0, 0.0], [0.0, 0.0, 0.0], [0.0, 0.0, 0.0], [0.0, 0.0, 0.0], [0.0, 0.0, 0.0]]}